Density functional theory data (wB97M-V/def2-TZVPD) for a 3-piece molecular cluster, C22H40N2O9P2S2 overall in a non-equilibrium geometry.

Calculated values
Molar mass (g/mol): 602.65
F_max (eV/A): 6.22
Net charge: 0
HOMO-LUMO gap (alpha / beta) (eV): 6.29 / 6.76
LUMO level (alpha / beta) (eV): -2.63 / -2.63
2S+1: 3

Geometry as XYZ:
```
77
Properties=species:S:1:pos:R:3:forces:R:3
O -1.607 -3.502 -1.732 3.7 -4.9 0.8
C -0.849 -4.497 -1.605 -2.2 2.5 -0.9
O -0.347 -4.958 -0.339 1.5 -0.5 -2.8
C 0.752 -5.850 -0.638 2.7 -1.8 1.9
O 1.598 -6.222 0.221 -4.3 1.8 -3.9
C 0.699 -6.329 -2.187 -2.8 2.6 0.5
P 1.698 -7.693 -3.023 1.3 -2.1 -0.4
O 0.680 -9.087 -3.196 1.1 2.9 2.2
O 2.923 -8.171 -1.904 -3.5 0.6 -0.9
S 2.400 -7.248 -4.765 -0.3 0.0 1.4
C -0.287 -5.475 -2.768 0.9 -1.9 2.0
P -0.913 -5.353 -4.542 0.5 2.1 -2.9
O -0.771 -6.786 -5.442 -0.9 1.9 1.8
O -2.511 -4.693 -4.595 2.2 -3.1 0.6
S 0.242 -4.027 -5.425 -0.7 -0.7 1.0
H 0.225 -9.153 -2.319 0.1 -0.4 -0.9
H 2.464 -8.528 -1.094 0.8 0.5 -0.8
H -0.169 -6.567 -6.204 -0.5 0.0 1.0
H -3.177 -5.421 -4.653 0.4 0.7 0.1
C 1.615 -1.421 4.357 -0.3 -0.2 0.0
C 2.544 -0.636 3.391 -0.2 -0.1 2.0
C 1.975 0.782 3.144 0.0 0.1 -0.4
C 0.759 0.799 2.224 0.0 0.0 0.1
C 1.046 0.059 0.925 0.2 0.3 0.2
C 1.584 -1.370 1.151 -1.6 -1.1 -0.9
N 2.719 -1.413 2.124 2.4 3.0 -2.0
O 3.827 -0.934 1.491 -1.8 -1.4 1.2
C 0.431 -2.280 1.638 -0.2 0.0 0.3
C 1.967 -1.974 -0.227 0.7 0.2 0.2
C 3.870 -0.479 4.183 0.3 -0.1 -0.6
H 1.942 -1.340 5.398 0.1 0.2 -0.2
H 0.584 -1.062 4.337 0.0 -0.1 -0.1
H 1.613 -2.492 4.132 0.0 0.1 -0.1
H 2.750 1.419 2.700 0.1 -0.2 0.0
H 1.710 1.251 4.100 0.2 -0.3 0.0
H -0.109 0.364 2.729 0.0 0.0 0.0
H 0.490 1.837 1.999 0.0 -0.1 0.0
H 0.130 0.027 0.325 0.1 -0.3 0.0
H 1.769 0.643 0.343 0.1 -0.2 0.1
H 0.798 -3.281 1.886 0.0 0.1 0.0
H -0.327 -2.400 0.857 0.2 0.1 0.0
H -0.101 -1.887 2.503 0.1 0.0 0.0
H 2.692 -1.361 -0.767 0.0 -0.1 0.2
H 1.088 -2.053 -0.875 -0.1 0.1 0.3
H 2.384 -2.980 -0.113 0.0 0.1 0.1
H 4.327 -1.454 4.386 -0.1 0.1 -0.1
H 3.688 0.006 5.149 -0.3 -0.1 -0.2
H 4.599 0.147 3.665 -0.1 -0.2 -0.1
C -1.485 4.838 1.717 0.3 0.1 0.1
C -2.589 4.519 0.672 0.4 -0.6 1.9
C -2.262 3.195 -0.058 0.0 0.0 -0.4
C -1.131 3.319 -1.072 0.0 0.0 0.0
C -1.394 4.463 -2.045 -0.3 -0.3 0.2
C -1.690 5.801 -1.335 1.6 1.1 -0.7
N -2.733 5.672 -0.270 -2.9 -1.9 -2.5
O -3.943 5.559 -0.887 2.1 0.7 1.4
C -0.379 6.361 -0.731 0.2 -0.1 0.3
C -2.074 6.853 -2.410 -0.7 -0.2 0.2
C -3.863 4.283 1.527 -0.3 0.3 -0.5
H -1.745 4.471 2.714 -0.1 -0.1 -0.3
H -0.524 4.380 1.470 0.0 0.1 -0.1
H -1.335 5.915 1.829 0.0 -0.1 -0.1
H -3.154 2.831 -0.582 0.0 0.2 0.1
H -2.003 2.417 0.673 -0.1 0.3 0.1
H -0.173 3.462 -0.563 0.0 0.0 0.0
H -1.040 2.382 -1.630 0.0 0.1 0.1
H -0.529 4.571 -2.709 -0.1 0.3 0.1
H -2.237 4.186 -2.689 -0.1 0.2 0.1
H -0.570 7.268 -0.150 -0.1 -0.1 0.0
H 0.331 6.629 -1.521 -0.3 -0.1 -0.1
H 0.147 5.652 -0.094 -0.1 0.0 0.1
H -2.921 6.536 -3.023 0.0 0.0 0.3
H -1.243 7.026 -3.100 0.1 -0.2 0.3
H -2.324 7.814 -1.949 0.0 -0.2 0.0
H -4.150 5.191 2.067 0.0 -0.1 -0.1
H -3.688 3.498 2.272 0.3 0.2 -0.2
H -4.715 3.947 0.931 0.1 0.2 -0.1
```
Positions in Å, forces in eV/Å.

Density functional theory data (wB97M-V/def2-TZVPD) for a 3-piece molecular cluster, C22H40N2O9P2S2 overall in a non-equilibrium geometry.

Calculated values
Molar mass (g/mol): 602.65
F_max (eV/A): 1.93
Net charge: 0
HOMO-LUMO gap (alpha / beta) (eV): 6.14 / 7.17
LUMO level (alpha / beta) (eV): -2.15 / -2.15
2S+1: 3

Geometry as XYZ:
```
77
Properties=species:S:1:pos:R:3:forces:R:3
O -0.625 2.504 3.435 0.3 -0.3 0.1
C -1.659 3.067 3.406 -0.3 0.2 0.0
O -2.870 2.410 3.311 -0.1 -0.3 -0.4
C -3.839 3.325 2.996 0.0 0.1 0.1
O -4.934 3.009 2.660 -0.2 -0.1 0.2
C -3.263 4.696 3.177 0.4 0.0 0.1
P -4.248 6.216 3.056 0.0 0.6 -0.2
O -4.530 6.579 4.594 0.0 -0.5 0.0
O -5.625 5.710 2.451 -0.1 0.0 0.3
S -3.478 7.643 2.079 0.0 0.0 -0.1
C -1.955 4.537 3.433 -0.5 0.0 0.3
P -0.621 5.709 3.702 0.9 0.2 -1.7
O -1.260 6.922 4.491 0.0 0.2 0.2
O 0.354 5.008 4.731 -0.2 0.0 0.6
S 0.203 6.121 2.019 -0.2 -0.2 0.5
H -4.754 5.790 5.110 0.0 0.2 0.2
H -6.048 5.014 2.978 0.0 -0.1 -0.4
H -1.089 7.720 3.959 -0.3 0.0 0.2
H 0.127 5.180 5.658 0.1 -0.1 -0.1
C -4.111 -2.426 -0.223 0.0 0.1 0.1
C -3.570 -1.681 -1.466 -0.6 -0.6 0.5
C -2.229 -2.272 -1.906 0.4 0.1 -0.1
C -1.069 -1.913 -0.980 -0.1 0.0 0.0
C -0.984 -0.404 -0.765 0.2 -0.3 -0.3
C -2.300 0.208 -0.291 0.0 0.2 1.0
N -3.416 -0.217 -1.191 1.0 0.1 -1.2
O -3.433 0.477 -2.281 -0.4 0.0 0.4
C -2.569 -0.187 1.169 -0.1 -0.2 0.0
C -2.199 1.729 -0.304 0.0 0.2 -0.2
C -4.593 -1.867 -2.579 0.0 0.1 -0.2
H -4.808 -3.206 -0.524 0.0 0.0 -0.1
H -3.327 -2.911 0.358 0.0 0.1 0.0
H -4.656 -1.752 0.436 0.0 0.0 0.0
H -1.996 -1.912 -2.913 -0.1 0.1 0.0
H -2.332 -3.357 -1.981 -0.1 0.0 0.0
H -1.168 -2.430 -0.021 0.0 0.0 0.0
H -0.133 -2.267 -1.419 0.0 0.0 0.0
H -0.202 -0.178 -0.037 0.0 0.1 0.1
H -0.682 0.070 -1.705 -0.1 0.0 0.0
H -3.556 0.153 1.484 0.0 0.0 0.0
H -1.832 0.292 1.813 0.0 0.1 -0.1
H -2.499 -1.255 1.361 0.0 0.0 -0.1
H -1.901 2.114 -1.276 -0.1 0.0 0.0
H -1.449 2.039 0.425 0.0 -0.1 0.0
H -3.155 2.184 -0.036 0.0 0.0 0.0
H -5.549 -1.414 -2.312 0.0 0.0 0.0
H -4.750 -2.934 -2.733 0.0 -0.1 0.1
H -4.259 -1.438 -3.520 0.0 0.1 0.1
C 2.995 -3.972 -1.760 0.1 0.0 -0.1
C 3.930 -3.335 -0.704 -0.7 -0.7 -0.4
C 3.317 -2.047 -0.155 0.1 0.5 0.1
C 3.355 -0.880 -1.140 0.0 0.0 -0.1
C 4.770 -0.653 -1.670 -0.2 0.1 0.3
C 5.396 -1.917 -2.260 0.0 -0.1 -1.0
N 5.280 -3.048 -1.285 0.2 1.0 1.1
O 6.186 -2.975 -0.367 -0.1 -0.4 -0.4
C 4.725 -2.260 -3.600 -0.1 -0.1 0.1
C 6.868 -1.678 -2.562 0.2 0.0 0.2
C 4.078 -4.347 0.424 0.2 0.0 0.2
H 2.367 -4.732 -1.298 0.0 0.0 0.1
H 2.325 -3.250 -2.226 0.1 0.0 0.0
H 3.563 -4.467 -2.546 0.0 0.0 0.0
H 3.852 -1.751 0.753 0.1 -0.1 0.0
H 2.285 -2.241 0.147 0.0 -0.1 0.0
H 2.661 -1.054 -1.967 0.0 0.0 0.0
H 3.007 0.025 -0.639 0.0 0.0 0.0
H 4.766 0.128 -2.434 0.0 0.0 -0.1
H 5.399 -0.286 -0.854 0.1 -0.1 0.0
H 5.082 -3.220 -3.975 0.0 0.0 0.0
H 4.983 -1.498 -4.336 0.1 0.0 0.0
H 3.640 -2.295 -3.552 0.0 0.0 0.0
H 7.412 -1.322 -1.690 0.0 -0.1 0.0
H 6.952 -0.922 -3.343 -0.1 0.0 0.0
H 7.348 -2.591 -2.915 0.0 0.0 0.0
H 4.553 -5.262 0.070 0.0 0.0 0.0
H 3.086 -4.598 0.799 -0.1 0.0 0.0
H 4.660 -3.954 1.254 0.1 0.0 -0.1
```
Positions in Å, forces in eV/Å.

Density functional theory data (wB97M-V/def2-TZVPD) for a 3-piece molecular cluster, C22H41B3Br2O11P2 overall in a non-equilibrium geometry.

Calculated values
Molar mass (g/mol): 735.75
F_max (eV/A): 9.15
SMILES: C/C(Br)=C(\Br)B1OB(CCc2ccccc2)OB(CCC(C)C)O1.COP(=O)(OC)OC.COP(=O)(OC)OC
Net charge: 0
HOMO-LUMO gap (eV): 6.72
LUMO level (eV): -2.37

Geometry as XYZ:
```
81
Properties=species:S:1:pos:R:3:forces:R:3
C 5.135 -2.990 3.628 0.1 -0.1 0.6
C 3.981 -2.022 3.726 0.4 -0.5 -0.1
Br 3.259 -1.811 5.517 0.2 0.0 -0.7
C 3.422 -1.322 2.750 -0.3 -0.2 0.1
Br 4.094 -1.526 0.942 -0.3 0.2 0.7
B 2.229 -0.291 2.912 0.1 0.4 1.0
O 2.544 1.074 2.924 0.0 -0.6 -1.4
B 1.778 1.752 1.972 -0.2 1.0 0.2
C 2.375 2.739 0.875 -0.2 0.0 0.8
C 2.205 2.162 -0.564 0.1 -0.5 0.5
C 3.429 1.397 -1.089 -1.0 0.2 -0.2
C 3.184 0.388 -2.034 1.1 0.0 0.2
C 4.273 -0.332 -2.517 -0.1 -0.7 -0.6
C 5.587 -0.107 -2.106 -0.1 0.4 0.4
C 5.810 0.894 -1.165 -0.2 0.3 0.1
C 4.734 1.645 -0.678 0.2 -0.1 -0.1
O 0.394 1.518 1.973 0.9 -1.0 -0.3
B 0.070 0.188 2.212 -1.1 -0.7 0.3
C -1.234 -0.433 1.548 0.0 1.0 0.4
C -1.188 -0.471 -0.008 -0.6 -0.7 -0.1
C -0.711 -1.812 -0.611 0.1 -0.7 -0.7
C -1.833 -2.892 -0.676 0.2 0.5 0.2
C 0.587 -2.355 0.015 -0.1 0.9 0.2
O 0.894 -0.644 3.004 0.6 0.5 -1.2
H 5.385 -3.268 2.600 -0.2 0.3 0.2
H 6.028 -2.555 4.109 -0.3 -0.1 -0.2
H 4.915 -3.918 4.179 -0.1 0.3 -0.1
H 1.818 3.685 0.985 0.2 -0.2 -0.2
H 3.415 2.932 1.168 -0.2 0.1 -0.4
H 1.854 2.913 -1.289 0.3 -0.1 0.3
H 1.390 1.417 -0.504 0.2 0.3 -0.3
H 2.189 0.143 -2.409 0.1 0.2 0.3
H 4.095 -1.121 -3.251 0.0 0.2 0.2
H 6.418 -0.681 -2.516 -0.3 0.1 0.1
H 6.802 1.131 -0.774 -0.2 -0.2 -0.3
H 4.956 2.437 0.036 -0.2 -0.2 -0.1
H -1.509 -1.394 2.007 0.2 0.1 -0.4
H -2.048 0.269 1.820 0.2 -0.2 -0.1
H -2.226 -0.328 -0.356 0.4 0.1 0.0
H -0.606 0.343 -0.468 0.0 -0.1 0.5
H -0.465 -1.605 -1.672 -0.1 0.1 0.4
H -1.864 -3.517 0.229 -0.1 0.2 -0.2
H -2.797 -2.370 -0.779 0.2 -0.4 0.0
H -1.678 -3.549 -1.544 -0.1 0.1 0.3
H 1.052 -3.163 -0.564 -0.2 0.2 0.1
H 1.304 -1.512 0.050 0.0 -0.4 0.0
H 0.440 -2.681 1.057 0.0 0.0 -0.3
C 2.253 6.318 -5.309 0.2 0.1 -0.2
O 0.824 6.161 -5.253 1.8 -1.1 2.9
P 0.265 4.667 -4.709 -6.0 -1.2 -4.6
O 0.150 3.986 -6.040 1.0 0.1 0.7
O -1.133 5.322 -4.212 0.2 -0.3 0.3
C -1.938 6.044 -5.140 0.0 0.4 -0.1
O 0.072 3.384 -3.684 2.7 2.1 1.5
C -0.940 2.438 -4.011 -0.3 -0.4 -0.3
H 2.470 7.314 -5.686 -0.1 0.0 0.0
H 2.685 6.219 -4.313 0.1 0.1 0.0
H 2.692 5.575 -5.977 0.0 0.0 0.0
H -1.843 5.641 -6.149 0.1 0.0 0.0
H -1.661 7.098 -5.131 0.0 0.0 -0.1
H -2.975 5.955 -4.819 0.1 -0.1 0.1
H -0.556 1.721 -4.736 0.0 0.1 -0.1
H -1.836 2.921 -4.397 0.1 0.1 0.0
H -1.190 1.910 -3.090 0.1 0.2 0.1
C -4.134 -1.537 4.966 -0.1 0.2 0.0
O -5.080 -2.579 4.678 3.7 -1.1 0.7
P -4.748 -3.529 3.305 -8.5 0.4 -3.4
O -5.611 -2.627 2.443 1.0 0.6 0.1
O -5.572 -4.790 3.910 0.8 -0.2 -0.1
C -6.876 -4.585 4.446 -0.1 0.1 0.6
O -4.241 -4.437 1.987 3.4 -0.3 2.1
C -5.229 -4.793 1.030 -0.3 0.0 -0.3
H -4.474 -1.005 5.852 -0.1 -0.1 0.0
H -3.150 -1.961 5.169 0.0 0.1 0.1
H -4.070 -0.839 4.129 0.0 0.0 0.0
H -7.398 -3.779 3.927 0.1 0.1 0.0
H -6.810 -4.361 5.510 -0.1 0.1 0.0
H -7.435 -5.511 4.319 0.2 -0.1 -0.1
H -5.380 -3.973 0.332 -0.1 0.1 0.1
H -6.172 -5.064 1.503 0.0 0.1 0.0
H -4.846 -5.657 0.485 0.2 0.0 0.2
```
Positions in Å, forces in eV/Å.